No. 1
Entry from the OMol25 dataset: the ion C22H29F2OSi with charge +1 in a non-equilibrium geometry (ωB97M-V/def2-TZVPD).

The value obtained for the orbital gap is 6.658 eV. The HOMO energy comes out at -11.973 eV. The value obtained for the electronic energy is -1419.9366 hartree.

```
! RIJCOSX wB97M-V def2-TZVPD def2/J DEFGRID3
* xyz 1 1
C 4.245 2.843 1.575
C 2.987 3.155 0.723
C 2.455 4.528 1.158
C 3.383 3.144 -0.761
Si 1.643 1.787 1.040
C 2.450 0.160 0.732
C 0.958 2.086 2.736
O 0.248 1.687 -0.010
C -0.508 0.897 -0.775
C -0.847 1.641 -2.051
C -1.406 -0.118 -0.104
H 4.692 1.868 1.328
H 5.020 3.610 1.400
H 4.023 2.852 2.653
H 1.557 4.812 0.599
H 2.217 4.537 2.229
H 3.217 5.303 0.988
H 2.533 3.402 -1.407
H 4.181 3.882 -0.949
H 3.773 2.163 -1.070
H 3.257 0.006 1.457
H 1.697 -0.626 0.860
H 2.854 0.105 -0.285
H 1.725 1.839 3.493
H 0.629 3.127 2.902
H 0.092 1.421 2.898
H -1.525 1.086 -2.700
H -1.312 2.618 -1.799
H 0.076 1.870 -2.613
H -2.393 0.239 -0.446
H -1.357 0.128 0.961
F -4.610 -4.820 1.619
C -3.528 -3.994 1.809
C -2.864 -4.020 3.017
C -1.714 -3.224 3.127
C -1.282 -2.439 2.049
C -1.952 -2.452 0.816
C -1.322 -1.577 -0.329
C -1.692 -1.975 -1.770
C -0.707 -1.700 -2.727
C -0.905 -1.954 -4.090
C -2.118 -2.530 -4.518
C -3.084 -2.792 -3.562
F -4.235 -3.466 -3.918
C -2.933 -2.458 -2.217
C -3.095 -3.255 0.704
H -3.212 -4.660 3.831
H -1.130 -3.256 4.036
H -0.362 -1.855 2.147
H -0.267 -1.895 -0.284
H 0.249 -1.264 -2.380
H -0.108 -1.722 -4.802
H -2.297 -2.779 -5.559
H -3.772 -2.577 -1.537
H -3.625 -3.392 -0.222
*
```

---

No. 2
Entry from the OMol25 dataset: a cluster of 8 separate species, C14H46N2O8 in total in a non-equilibrium geometry (ωB97M-V/def2-TZVPD).

The value obtained for the orbital gap is 9.698 eV. The HOMO energy comes out at -9.334 eV. Its SMILES is COC[C@H](C)N.COC[C@H](C)N.CO.CO.CO.CO.CO.CO. The value obtained for the electronic energy is -1272.2301 hartree.

```
! RIJCOSX wB97M-V def2-TZVPD def2/J DEFGRID3
* xyz 0 1
C 4.882 1.125 4.346
O 4.066 0.381 3.454
C 3.193 1.201 2.673
C 2.269 0.362 1.767
C 3.020 -0.389 0.652
N 1.351 1.270 1.092
H 5.512 0.460 4.937
H 4.333 1.593 5.164
H 5.556 1.843 3.880
H 2.566 1.851 3.284
H 3.777 1.903 2.077
H 1.738 -0.394 2.347
H 3.769 0.190 0.112
H 2.319 -0.806 -0.072
H 3.493 -1.253 1.118
H 1.945 1.872 0.541
H 0.971 1.908 1.777
C -2.063 -4.754 1.440
O -3.174 -3.821 1.413
C -2.813 -2.432 1.292
C -4.112 -1.658 1.641
C -3.926 -0.140 1.382
N -4.316 -1.763 3.071
H -1.405 -4.719 0.572
H -2.562 -5.720 1.517
H -1.366 -4.724 2.277
H -1.999 -2.101 1.937
H -2.524 -2.230 0.260
H -4.968 -2.170 1.201
H -4.914 0.267 1.600
H -3.712 0.120 0.345
H -3.104 0.280 1.960
H -3.390 -1.788 3.474
H -4.584 -2.736 3.103
C 1.047 -3.577 0.550
O 1.618 -4.591 -0.075
H 1.854 -2.947 0.923
H 0.452 -2.947 -0.112
H 0.560 -3.998 1.430
H 2.338 -4.886 0.486
C -1.040 2.850 -4.239
O -0.655 4.052 -3.644
H -0.462 1.989 -3.903
H -2.092 2.631 -4.057
H -0.964 2.945 -5.322
H -1.271 4.264 -2.938
C 1.974 2.308 -2.173
O 3.193 1.919 -1.750
H 1.337 1.449 -2.383
H 1.585 2.836 -1.303
H 1.964 2.995 -3.019
H 3.635 1.494 -2.489
C -1.141 4.056 -0.166
O -2.053 4.096 -1.284
H -0.143 3.978 -0.596
H -1.077 4.938 0.472
H -1.450 3.164 0.378
H -2.866 4.282 -0.809
C -0.113 -1.633 -4.649
O 0.302 -1.812 -3.296
H -1.172 -1.783 -4.858
H 0.236 -0.653 -4.975
H 0.415 -2.401 -5.214
H -0.115 -1.223 -2.663
C -1.202 0.614 -1.233
O -0.250 -0.144 -0.576
H -1.582 0.030 -2.071
H -2.115 0.714 -0.645
H -0.831 1.604 -1.497
H 0.256 0.355 0.069
*
```

---

No. 3
Entry from the OMol25 dataset: a structure of composition C28H29N5O5SSn (ωB97M-V/def2-TZVPD).

The value obtained for the orbital gap is 7.914 eV. The HOMO energy comes out at -13.653 eV. The value obtained for the electronic energy is -2346.3871 hartree.

```
! RIJCOSX wB97M-V def2-TZVPD def2/J DEFGRID3
* xyz 2 1
Sn -0.755 0.789 1.089
C -4.108 2.176 0.791
C -3.205 2.970 -0.105
C -3.708 3.756 -1.139
C -2.826 4.443 -1.952
C -1.466 4.376 -1.683
C -1.038 3.617 -0.606
N -1.894 2.898 0.133
C 0.365 3.617 -0.135
C 1.246 4.638 -0.467
C 2.507 4.651 0.105
C 2.849 3.662 1.010
C 1.923 2.667 1.300
N 0.720 2.647 0.717
C 2.173 1.642 2.337
C 3.446 1.318 2.775
C 3.576 0.428 3.833
C 2.439 -0.107 4.407
C 1.192 0.228 3.882
C -0.070 -0.363 4.435
N 1.077 1.083 2.866
H -5.119 2.576 0.779
H -3.730 2.196 1.813
H -4.148 1.135 0.458
H -4.776 3.822 -1.296
H -3.190 5.037 -2.779
H -0.764 4.903 -2.311
H 0.944 5.434 -1.129
H 3.207 5.440 -0.134
H 3.803 3.687 1.513
H 4.324 1.730 2.300
H 4.556 0.168 4.209
H 2.504 -0.787 5.245
H 0.027 -0.559 5.500
H -0.284 -1.314 3.938
H -0.907 0.313 4.270
C -2.642 -5.458 -3.243
O -1.230 -5.484 -3.061
C -0.669 -4.671 -2.177
C 0.729 -4.711 -2.077
C 1.380 -3.864 -1.225
C 0.703 -2.921 -0.424
C 1.457 -1.992 0.413
C 2.910 -2.265 0.689
O 0.995 -0.951 0.903
C -0.710 -2.928 -0.514
O -1.415 -2.016 0.240
C -1.376 -3.783 -1.369
H -2.851 -6.144 -4.057
H -2.983 -4.458 -3.519
H -3.159 -5.798 -2.344
H 1.270 -5.424 -2.684
H 2.459 -3.913 -1.187
H 3.193 -3.306 0.577
H 3.134 -1.934 1.702
H 3.512 -1.653 0.014
H -2.456 -3.757 -1.406
O -2.024 -4.584 1.558
S -3.074 -3.607 1.397
N -2.694 -2.285 0.684
C 1.575 0.315 -2.431
C 0.079 0.438 -2.373
N -0.588 0.296 -3.520
O -0.530 0.640 -1.314
H 1.976 0.699 -3.367
H 1.838 -0.742 -2.356
H 2.019 0.841 -1.589
H -0.127 0.144 -4.401
H -1.593 0.357 -3.509
*
```

---

No. 4
Entry from the OMol25 dataset: a structure of composition C17H19Cl2N5O6S5Ti in a non-equilibrium geometry (ωB97M-V/def2-TZVPD).

The value obtained for the orbital gap (alpha / beta) is 6.489 / 6.509 eV. The expectation value of S² is 0.76. The HOMO energy (alpha / beta) comes out at -4.392 / -4.419 eV. The value obtained for the electronic energy is -5145.6113 hartree.

```
! RIJCOSX wB97M-V def2-TZVPD def2/J DEFGRID3
* xyz -1 2
Ti -0.285 -1.497 0.173
O -0.037 -2.706 -3.741
C -0.007 -2.574 -2.531
O -0.487 -1.585 -1.845
C 0.696 -3.594 -1.655
C 1.266 -4.792 -2.041
C 1.874 -5.569 -1.059
C 1.918 -5.136 0.261
C 1.346 -3.914 0.559
N 0.760 -3.198 -0.390
C 1.269 -3.223 1.916
O 1.748 -3.737 2.899
O 0.654 -2.079 1.828
H 1.222 -5.095 -3.078
H 2.320 -6.519 -1.328
H 2.384 -5.710 1.049
S 6.324 0.414 2.744
C 4.740 0.627 2.318
S 4.067 0.118 0.821
C 2.426 0.697 1.045
C 2.173 1.300 2.230
S 0.715 1.986 2.915
S 3.561 1.390 3.308
S 1.383 0.439 -0.348
N -1.278 0.072 1.317
C -2.504 0.208 0.526
C -3.495 1.224 1.093
C -2.849 2.517 1.603
C -2.354 3.500 0.544
N -1.268 3.058 -0.337
C -0.022 3.536 -0.345
N 0.492 4.095 0.747
N 0.681 3.509 -1.495
C -3.102 -1.228 0.438
O -4.307 -1.384 0.443
O -2.203 -2.163 0.363
H -1.481 -0.252 2.259
H -0.708 0.914 1.415
H -2.211 0.471 -0.499
H -4.031 0.741 1.912
H -4.251 1.449 0.337
H -2.037 2.296 2.299
H -3.596 3.070 2.180
H -2.005 4.410 1.032
H -3.187 3.773 -0.110
H -1.514 2.495 -1.138
H 0.419 3.507 1.642
H 1.425 4.461 0.623
H 0.258 3.031 -2.278
H 1.664 3.302 -1.389
Cl 1.349 1.578 -4.802
C 0.337 0.517 -3.806
Cl -1.206 1.326 -3.402
H 0.859 0.316 -2.879
H 0.095 -0.389 -4.347
*
```